C39H44OPPt | ωB97M-V with the def2-TZVPD basis set

```
! wB97M-V def2-TZVPD RIJCOSX def2/J DEFGRID3
* xyz 1 5
C 0.029 1.366 2.471
C -0.451 2.488 1.779
C 0.624 3.249 1.284
C 1.873 2.608 1.677
C 1.480 1.345 2.397
Pt 1.780 1.006 0.347
C 3.141 0.922 -2.747
C 2.892 -0.158 -1.975
H 2.526 -1.114 -2.377
C 3.172 -0.120 -0.507
H 4.041 0.528 -0.281
H 3.261 -1.086 -0.002
C 2.928 0.911 -4.234
H 2.022 0.351 -4.499
H 2.833 1.942 -4.592
H 3.768 0.450 -4.772
C 3.650 2.184 -2.112
H 3.139 2.376 -1.147
H 4.729 2.142 -1.881
H 3.467 3.047 -2.761
C -1.887 2.848 1.671
H -2.447 2.082 1.122
H -2.351 2.956 2.662
H -2.017 3.786 1.126
C 0.532 4.566 0.625
H -0.090 4.514 -0.277
H 0.084 5.321 1.288
H 1.518 4.929 0.320
C 3.195 3.266 1.850
H 3.341 4.042 1.089
H 3.275 3.734 2.841
H 3.996 2.529 1.740
C 2.397 0.592 3.288
H 3.370 0.480 2.801
H 2.523 1.107 4.251
H 2.001 -0.413 3.481
C -0.784 0.457 3.299
H -0.206 -0.404 3.647
H -1.185 0.973 4.184
H -1.639 0.072 2.733
C -2.840 2.634 -1.208
C -1.469 2.611 -1.779
C -3.813 3.551 -1.373
C -1.203 3.875 -2.394
H -0.598 1.970 -1.892
C -3.447 4.764 -2.040
H -4.823 3.393 -0.987
C -2.156 4.906 -2.536
H -0.205 4.054 -2.818
H -4.183 5.567 -2.161
H -1.865 5.827 -3.056
O -0.779 -1.373 -1.872
P -0.900 -2.364 -0.759
C 0.706 -2.855 -0.094
C 1.574 -3.531 -0.971
C 2.806 -3.995 -0.513
C 3.191 -3.766 0.810
C 2.350 -3.051 1.673
C 1.111 -2.580 1.215
C -1.942 -1.789 0.605
C -2.724 -0.634 0.411
C -3.731 -0.316 1.321
C -3.951 -1.129 2.442
C -3.136 -2.241 2.669
C -2.133 -2.573 1.753
C -1.640 -3.959 -1.227
C -1.473 -5.101 -0.427
C -2.102 -6.299 -0.784
C -2.874 -6.366 -1.946
C -3.028 -5.227 -2.751
C -2.417 -4.024 -2.388
H 1.265 -3.709 -2.004
H 3.463 -4.537 -1.197
H 4.152 -4.139 1.173
H 2.644 -2.857 2.705
H 0.472 -1.992 1.875
H -2.554 0.000 -0.465
H -4.363 0.557 1.143
H -4.764 -0.895 3.133
H -3.286 -2.868 3.550
H -1.523 -3.461 1.929
H -0.850 -5.065 0.466
H -1.982 -7.176 -0.145
H -3.356 -7.303 -2.228
H -3.625 -5.277 -3.660
H -2.530 -3.130 -3.005
*
```

For the maximum force, the calculation gives 4.4 eV/Å. The HOMO energy (spin up / spin down) is -0.361 / -0.417 Eh. The energy above the lowest of the compared OMol25 structures with the same formula, charge and spin comes out at 0.00 kcal/mol.